(1)
Here is a structure of composition C20H33N5O2 from OMol25. Energies are from the ωB97M-V functional and the def2-TZVPD basis.

Last column: Mulliken charge in e.
CARTESIAN COORDINATES (ANGSTROEM)
C  -2.548  1.317  -4.331  -1.085
H  -1.890  0.326  -4.397  0.153
H  -3.056  1.145  -5.243  0.396
C  -3.418  1.252  -3.216  -0.963
C  -2.662  1.402  -2.064  -0.657
C  -1.773  0.362  -1.563  0.425
C  -0.397  0.789  -1.817  0.625
C  0.767  -0.646  -1.725  -2.265
N  0.738  -1.170  -0.379  0.083
C  1.270  -0.802  0.713  1.149
N  1.130  -1.515  1.994  -0.740
C  0.280  -2.391  1.412  0.255
C  -0.179  -2.240  -0.172  -0.056
C  -1.045  -3.115  -0.583  0.622
O  -1.240  -3.083  -1.947  -0.779
N  -1.685  -3.933  0.208  0.099
C  -1.516  -4.213  1.413  0.707
O  -1.998  -5.055  2.142  -0.684
N  -0.443  -3.540  2.170  0.033
C  -0.229  -3.476  3.634  -1.171
H  -0.425  -2.641  4.014  0.465
H  -0.711  -4.278  4.066  0.405
H  0.913  -3.654  3.780  0.284
C  -2.611  -4.857  -0.346  -1.769
H  -3.084  -4.537  -0.954  0.745
H  -2.042  -5.612  -1.251  0.274
H  -3.036  -5.594  0.113  0.554
C  2.421  0.207  0.899  -1.567
N  1.761  1.722  0.411  0.329
C  2.713  2.427  -0.308  -0.935
C  3.974  2.911  0.669  -0.633
C  3.332  3.774  1.630  -0.465
C  2.175  2.916  2.484  -1.315
H  1.620  3.604  3.058  0.404
H  2.649  2.177  2.925  0.540
C  1.227  2.300  1.617  0.577
C  0.183  1.507  2.037  -2.171
H  0.295  0.887  2.895  0.425
H  -0.465  2.277  2.833  0.328
H  -0.569  1.286  1.562  0.629
H  0.518  3.247  0.936  0.259
H  3.927  4.326  2.630  0.286
H  2.766  4.780  1.272  0.232
H  4.512  3.690  -0.067  0.257
H  4.593  2.193  1.050  0.385
H  3.146  1.704  -1.183  0.321
H  2.135  3.228  -0.843  0.430
H  2.965  -0.039  -0.016  0.533
H  2.871  0.202  1.811  0.561
H  0.393  -1.282  -2.272  1.264
H  1.732  -0.379  -1.895  0.539
H  -0.111  0.928  -2.823  0.363
H  0.095  1.161  -1.133  -0.975
H  -2.157  -0.604  -2.115  0.134
H  -1.987  -0.037  -0.457  0.235
H  -3.557  1.508  -0.852  0.237
H  -2.083  2.383  -1.899  0.314
H  -3.958  0.458  -3.143  0.584
H  -4.091  2.078  -3.169  0.344
H  -2.137  2.218  -4.215  0.446

HOMO-LUMO gap (Ha): 0.3008
Charge: 0
Molar mass (g mol⁻¹): 375.5
LUMO level (eV): 0.181
HOMO energy (eV): -8.00


(2)
Here is a cluster of 3 separate species, C20H34BClF3O8PS2 in total from OMol25. Energies are from the ωB97M-V functional and the def2-TZVPD basis.

Last column: Mulliken charge in e.
CARTESIAN COORDINATES (ANGSTROEM)
C  6.027  -0.180  0.914  -0.003
C  5.290  0.552  0.312  -0.824
C  4.241  1.287  -0.420  0.095
C  3.508  0.352  -1.421  -0.816
C  1.984  0.360  -1.247  -0.417
C  1.380  -1.003  -1.025  0.027
O  1.960  -2.029  -1.221  -0.496
O  0.042  -1.017  -0.651  -0.210
C  -0.290  -1.184  0.743  0.875
C  -0.744  -2.647  1.103  -0.057
C  -0.372  -3.680  0.038  -0.709
C  -1.077  -4.992  0.288  0.811
F  -0.890  -5.843  -0.753  -0.298
F  -0.640  -5.604  1.400  -0.280
F  -2.427  -4.849  0.412  -0.249
B  -1.584  -0.243  0.948  0.708
O  -1.630  0.734  1.901  -0.761
C  -2.823  -0.425  -0.033  -0.247
C  -2.579  0.255  -1.421  -1.108
P  1.021  -0.628  1.946  -0.010
O  0.158  -0.900  3.308  -0.453
Cl  2.349  -2.233  2.029  -0.278
H  6.622  -0.802  1.538  0.439
H  4.707  2.119  -0.945  -0.011
H  3.559  1.674  0.340  0.366
H  3.937  -0.641  -1.319  0.596
H  3.742  0.687  -2.431  0.333
H  1.497  0.839  -2.100  0.449
H  1.724  0.978  -0.383  0.327
H  -1.829  -2.654  1.234  -0.852
H  -0.316  -2.918  2.069  0.589
H  -0.522  -3.336  -0.980  0.329
H  0.694  -3.895  0.143  0.337
H  -2.180  1.479  1.639  0.292
H  -3.692  0.060  0.417  0.334
H  -3.069  -1.481  -0.152  0.049
H  -3.402  0.913  -1.691  0.337
H  -1.682  0.877  -1.369  0.189
H  -2.409  -0.477  -2.207  0.331
H  0.287  -0.133  3.878  0.358
O  2.696  4.777  -3.857  -0.678
S  3.891  4.699  -3.056  1.103
O  4.461  3.424  -2.696  -0.658
C  5.151  5.729  -3.799  -0.720
C  4.932  7.101  -3.170  -0.584
C  4.678  6.843  -1.678  -0.671
C  3.664  5.697  -1.578  -0.554
H  5.032  5.716  -4.880  0.397
H  6.119  5.313  -3.523  0.345
H  5.791  7.752  -3.328  0.348
H  4.059  7.581  -3.618  0.297
H  5.613  6.551  -1.195  0.310
H  4.312  7.733  -1.171  0.329
H  3.829  5.070  -0.705  0.298
H  2.638  6.060  -1.584  0.386
O  -5.611  -2.287  4.582  -0.710
S  -5.147  -2.328  3.219  0.995
O  -4.093  -1.454  2.766  -0.540
C  -4.745  -4.018  2.796  -0.059
C  -6.054  -4.595  2.268  -0.735
C  -6.655  -3.511  1.363  -0.608
C  -6.564  -2.179  2.121  -0.664
H  -4.364  -4.527  3.679  0.494
H  -3.982  -3.991  2.020  -0.240
H  -5.888  -5.526  1.729  0.388
H  -6.732  -4.803  3.099  0.314
H  -6.078  -3.449  0.438  0.269
H  -7.685  -3.736  1.092  0.347
H  -6.404  -1.333  1.457  0.324
H  -7.441  -2.003  2.740  0.387

HOMO-LUMO gap (Ha): 0.3390
Charge: 0
Molar mass (g mol⁻¹): 600.9
LUMO level (eV): 0.306
SMILES: C#CCCCC(=O)O[C@](CCC(F)(F)F)(B(O)CC)P(O)Cl.O=S1(=O)CCCC1.O=S1(=O)CCCC1
HOMO energy (eV): -8.92


(3)
Here is a cluster of 3 separate species, C20H34BN2O8 in total from OMol25. Energies are from the ωB97M-V functional and the def2-TZVPD basis.

Last column: Mulliken spin population.
CARTESIAN COORDINATES (ANGSTROEM)
C  0.355  1.263  3.145  0.000
C  0.894  1.087  2.101  0.000
C  1.566  0.807  0.757  0.000
C  1.006  1.739  -0.423  0.000
C  -0.554  1.712  -0.560  -0.002
C  -1.200  0.353  -1.052  0.002
B  -0.204  -0.634  -1.859  0.001
N  0.499  -1.800  -1.307  0.000
O  -0.014  -0.384  -3.256  0.000
C  -1.841  -0.487  0.133  0.010
C  -3.276  -0.063  0.605  0.035
C  -3.244  1.017  1.790  0.028
C  -3.885  -1.370  1.305  0.007
N  -4.228  0.272  -0.472  0.321
O  -5.387  0.638  -0.034  0.563
C  -3.696  1.203  -1.490  0.021
C  -3.656  2.719  -1.025  0.035
C  -4.752  1.190  -2.689  0.005
C  -2.332  0.758  -2.128  0.009
H  -0.356  1.550  3.936  0.000
H  2.638  1.124  0.883  0.000
H  1.599  -0.270  0.474  0.000
H  1.273  2.784  -0.096  0.000
H  1.571  1.592  -1.381  0.000
H  -0.837  2.560  -1.244  0.000
H  -0.982  1.985  0.439  0.000
H  0.462  -1.849  -0.288  0.000
H  0.068  -2.681  -1.617  0.000
H  0.009  -1.283  -3.639  0.000
H  -1.840  -1.575  -0.129  -0.006
H  -1.165  -0.351  1.025  -0.002
H  -2.198  1.311  2.063  -0.003
H  -3.670  0.558  2.726  -0.006
H  -3.898  1.899  1.577  0.002
H  -3.992  -2.121  0.472  -0.008
H  -3.165  -1.821  2.032  0.000
H  -4.873  -1.116  1.748  0.000
H  -2.974  2.904  -0.164  -0.004
H  -4.695  3.013  -0.716  -0.003
H  -3.341  3.385  -1.869  0.000
H  -5.693  1.712  -2.373  0.001
H  -4.300  1.853  -3.478  0.001
H  -4.961  0.163  -3.065  -0.009
H  -1.927  1.575  -2.784  -0.002
H  -2.535  -0.096  -2.835  0.001
C  2.619  -6.171  0.357  0.000
C  3.073  -4.858  0.933  0.000
O  1.984  -3.990  0.636  0.000
C  0.876  -4.764  0.487  0.000
O  -0.233  -4.339  0.398  0.000
O  1.199  -6.084  0.453  0.000
H  2.994  -7.026  0.918  0.000
H  2.895  -6.287  -0.694  0.000
H  3.207  -4.899  2.017  0.000
H  3.994  -4.497  0.476  0.000
C  6.460  1.728  0.627  0.000
C  6.932  3.032  1.208  0.000
O  5.849  3.914  0.930  0.000
C  4.731  3.152  0.786  0.000
O  3.626  3.586  0.712  0.000
O  5.043  1.827  0.738  0.000
H  6.833  0.865  1.176  0.000
H  6.724  1.618  -0.428  0.000
H  7.078  2.981  2.290  0.000
H  7.851  3.388  0.744  0.000

HOMO-LUMO gap (spin up / spin down) (Ha): 0.3105 / 0.3459
Charge: 0
Molar mass (g mol⁻¹): 441.3
LUMO level (spin up / spin down) (eV): 0.301 / 0.299
2S+1: 2
HOMO energy (spin up / spin down) (eV): -8.15 / -9.11